The following is a DFT calculation (ωB97M-V/def2-TZVPD) of a cluster of 2 separate species, C17H17F2N2 in total in a non-equilibrium geometry.

Structure (XYZ):
```
38
Properties=species:S:1:pos:R:3:nbo_charge:R:1
F -3.225 4.007 -1.627 -0.308
C -2.977 2.656 -1.529 0.391
C -4.052 1.775 -1.618 -0.162
C -3.766 0.400 -1.555 -0.208
C -2.466 -0.048 -1.359 -0.096
C -1.370 0.863 -1.205 -0.168
C -0.075 0.346 -0.931 0.198
C 1.205 0.882 -1.217 -0.192
C 2.313 -0.027 -1.282 -0.084
C 3.607 0.418 -1.505 -0.213
C 3.885 1.792 -1.625 -0.157
C 2.803 2.668 -1.597 0.375
F 3.048 4.019 -1.711 -0.309
C 1.489 2.264 -1.424 -0.128
C -1.670 2.253 -1.314 -0.176
H -5.063 2.149 -1.754 0.261
H -4.580 -0.321 -1.655 0.248
H -2.247 -1.119 -1.346 0.230
H -0.048 -0.626 -0.436 0.270
H 2.100 -1.092 -1.168 0.235
H 4.425 -0.301 -1.575 0.248
H 4.895 2.169 -1.760 0.261
H 0.701 3.002 -1.392 0.221
H -0.899 2.996 -1.175 0.228
C 1.752 -1.118 3.354 -0.667
C 0.659 -1.757 2.573 0.474
N -0.016 -1.232 1.589 -0.593
C -1.132 -2.144 1.289 -0.246
C -0.824 -3.446 2.022 -0.235
N 0.264 -3.019 2.879 -0.605
H 2.483 -1.861 3.686 0.231
H 2.244 -0.374 2.726 0.240
H 1.337 -0.587 4.220 0.251
H -2.086 -1.732 1.661 0.198
H -1.213 -2.263 0.202 0.173
H -1.661 -3.810 2.621 0.212
H -0.498 -4.212 1.310 0.192
H 0.660 -3.571 3.626 0.414
```

Results
Molar mass ... 287.333 u
Calculated total energy ... -966.9495 Eh
Maximum force ... 1.576 eV Å⁻¹
HOMO-LUMO gap ... 5.281 eV
LUMO level ... -5.939 eV
Net charge ... +1